49
Properties=species:S:1:pos:R:3:forces:R:3 method="wB97M-V/def2-TZVPD" smiles="O=C(O)C[C@H](NC(=O)CCC1CCCCC1)c1cc([N+](=O)[O-])ccc1Cl" e_tot_ev=-44760.5394 homo_ev=-8.717 relative_energy_ev=9.175 orbital_gap_ha=0.290 max_force_ev_per_a=17.64 lumo_energy_ha=-0.0301
O -2.30471 5.13631 -1.31927 -0.77 -2.82 -3.96
C -2.42950 4.34056 -2.28848 2.91 -0.18 2.15
O -3.32124 4.36064 -3.27712 2.98 -4.33 0.35
H -3.75693 5.12814 -3.28084 -3.18 5.01 0.16
C -1.39872 3.03749 -2.58517 3.55 7.34 6.93
H -1.84289 2.22855 -2.80415 -3.31 -5.64 -3.28
H -0.39414 3.39134 -2.99045 -1.85 -0.66 -0.24
C -0.87310 2.56569 -1.04813 -0.95 1.24 1.00
N 0.13073 1.48768 -1.16518 3.27 9.15 1.51
C -0.24431 0.35059 -1.41587 -3.02 -11.84 0.52
O -1.44143 -0.11872 -1.40927 2.38 2.30 -0.81
C 0.90276 -0.85048 -1.32310 -0.37 6.21 -4.32
H 0.64000 -1.54023 -2.09109 -0.35 -1.13 0.19
H 1.74562 -0.25353 -1.73634 0.22 -0.76 -0.23
C 1.20200 -1.10876 0.02194 9.48 4.63 1.71
H 1.54184 -0.06040 0.74977 -1.39 -2.09 -2.52
H 0.44061 -1.38122 0.48140 -6.61 -3.42 4.68
C 2.54301 -1.89355 0.29012 -4.23 -2.73 -2.65
C 2.70004 -2.06185 1.75851 7.75 0.42 -1.68
C 4.12959 -2.89571 2.03831 -6.55 -2.86 -4.53
C 3.81991 -4.40852 1.31282 3.45 3.36 12.33
C 3.51710 -4.26597 0.09385 -5.13 1.47 -16.82
C 2.15844 -3.37228 -0.15451 4.92 1.17 -5.34
H 1.43356 -3.74219 0.42237 -3.00 -1.32 2.40
H 1.75261 -3.53327 -1.37758 1.42 0.68 3.56
H 3.12347 -5.20663 -0.48503 1.39 0.99 1.18
H 4.33784 -3.74444 -0.81170 -1.90 -1.55 3.12
H 4.58106 -5.01966 1.57108 3.18 -1.95 0.30
H 3.13101 -4.75274 2.00371 -2.47 -0.95 0.76
H 4.37140 -2.90196 2.99401 1.07 -0.36 4.43
H 4.84836 -2.56353 1.43197 2.92 2.02 -2.08
H 3.05864 -1.12621 2.03101 -0.16 2.19 1.53
H 1.99009 -2.43746 2.35261 -3.13 -1.29 1.68
H 3.36526 -1.47451 -0.39510 -0.92 -0.56 1.63
H 1.16431 1.80241 -0.95271 -2.87 -1.43 -0.74
C -2.00772 2.22211 0.19704 2.51 1.22 -8.99
C -3.30870 1.99026 -0.40141 2.19 2.01 7.69
C -4.03613 1.86177 0.88992 -3.32 -1.18 -13.08
C -3.73972 1.46599 2.05268 12.57 1.98 0.07
C -2.35265 1.59091 2.51220 -3.14 4.00 -12.06
C -1.46252 2.23818 1.40341 -1.51 -4.04 7.09
Cl 0.29432 2.30651 2.07064 -1.99 0.38 -1.68
H -1.96225 1.48436 3.35466 2.77 -1.30 7.41
H -4.34627 1.24060 2.66710 -8.31 -3.43 7.85
N -5.49681 1.40974 0.34224 3.90 8.10 -8.65
O -5.94025 2.01168 -0.85865 2.69 -2.91 3.33
O -6.25499 1.22680 1.10976 -7.23 -3.82 7.67
H -3.59356 2.38446 -1.38800 -0.25 -1.07 0.83
H -0.41506 3.45105 -0.59396 0.40 -0.23 -0.43